{
  "formula": "C4H6FI",
  "method": "ωB97M-V/def2-TZVPD",
  "elements": ["C", "C", "C", "C", "F", "I", "H", "H", "H", "H", "H", "H"],
  "coordinates": [[0.0692, 0.0875, 0.2289], [0.2585, 1.1793, -1.9272], [1.2174, -0.7927, 0.1853], [-1.0659, -0.2112, 1.0892], [1.1649, 2.1013, -1.5338], [-1.6633, 1.9791, -2.0680], [2.0590, -0.4413, -0.3753], [0.6983, -1.5964, -0.2356], [1.5478, -1.1912, 1.2024], [-0.9986, -1.1399, 1.6746], [-1.7806, -0.5962, 0.2644], [-1.5068, 0.6218, 1.4951]],
  "lumo_ev": [0.053, -1.477],
  "homo_lumo_gap_ev": [7.44, 7.64],
  "homo_ev": [-7.391, -9.114],
  "multiplicity": 3,
  "s_squared": 2.075,
  "total_energy_ev": -15055.8920
}

***

{
  "formula": "C10H10O2",
  "method": "ωB97M-V/def2-TZVPD",
  "elements": ["C", "O", "C", "C", "C", "C", "C", "C", "C", "O", "C", "C", "H", "H", "H", "H", "H", "H", "H", "H", "H", "H"],
  "coordinates": [[-3.5891, -1.1281, 0.1209], [-2.9473, 0.1316, 0.2570], [-1.6105, 0.2866, 0.0462], [-1.2625, 1.5544, 0.1490], [0.0876, 1.9017, 0.1511], [1.0654, 0.9815, -0.0356], [0.7039, -0.3533, -0.1937], [-0.6772, -0.7136, -0.2736], [1.8926, -1.2703, -0.2112], [2.7240, -1.2471, 0.9152], [3.0592, -0.3691, -0.1361], [2.6280, 1.0327, 0.0005], [-3.2747, -1.5664, -0.7729], [-4.7281, -1.0987, 0.0994], [-3.2766, -1.7857, 0.9383], [-2.0766, 2.2213, 0.1534], [0.4028, 2.9833, 0.2929], [-0.9388, -1.8060, -0.3150], [1.8671, -2.1830, -0.7542], [4.0058, -0.6083, -0.5455], [2.9379, 1.5013, 0.9594], [3.0070, 1.5352, -0.8456]],
  "lumo_ev": 0.906,
  "homo_lumo_gap_ev": 9.42,
  "homo_ev": -8.516,
  "total_energy_ev": -14624.8209,
  "smiles": "COc1ccc2c(c1)[C@@H]1O[C@@H]1C2"
}

***

{
  "formula": "C32H40N2O3",
  "method": "ωB97M-V/def2-TZVPD",
  "elements": ["C", "C", "O", "C", "C", "C", "C", "C", "O", "O", "H", "H", "H", "H", "H", "H", "H", "H", "H", "H", "H", "C", "C", "N", "C", "C", "C", "C", "C", "C", "C", "C", "C", "C", "C", "C", "C", "N", "C", "C", "C", "C", "C", "C", "C", "C", "C", "C", "H", "H", "H", "H", "H", "H", "H", "H", "H", "H", "H", "H", "H", "H", "H", "H", "H", "H", "H", "H", "H", "H", "H", "H", "H", "H", "H", "H", "H"],
  "coordinates": [[-5.1485, -0.7801, -3.4586], [-4.0091, -0.0124, -2.8375], [-3.0099, -0.9202, -2.3543], [-1.9025, -0.2542, -1.9263], [-0.8130, -1.2095, -1.6735], [-1.2527, -2.6097, -1.8429], [0.4951, -0.8177, -2.1608], [1.2867, -1.7645, -3.0294], [1.0567, 0.2863, -1.9290], [-1.9090, 0.9767, -1.8446], [-5.8964, -0.0506, -3.7769], [-4.8673, -1.3580, -4.3435], [-5.6214, -1.4623, -2.7495], [-3.5616, 0.6550, -3.5891], [-4.3796, 0.5797, -1.9861], [-2.1407, -2.8459, -1.2503], [-1.4915, -2.7915, -2.9141], [-0.4603, -3.3030, -1.5439], [0.8482, -2.7610, -3.1402], [1.3864, -1.2988, -4.0196], [2.2861, -1.8621, -2.5934], [2.2543, -5.6248, 2.1160], [3.5946, -5.0115, 1.7682], [3.4723, -3.7631, 1.0536], [4.7088, -3.3695, 0.4198], [4.4923, -2.3136, -0.6395], [3.7255, -1.1319, -0.0568], [2.4975, -1.5829, 0.6928], [2.4470, -2.8941, 1.2574], [1.3018, -3.3023, 2.0046], [0.1881, -2.4964, 2.0162], [0.1532, -1.2375, 1.3529], [-1.0658, -0.5626, 1.1351], [-1.1195, 0.8802, 1.1474], [-1.7197, 1.7182, 2.1351], [-1.7567, 3.1036, 2.0160], [-1.1151, 3.7246, 0.9020], [-1.2416, 5.0626, 0.6598], [-2.2091, 5.8542, 1.3735], [-2.2394, 5.4732, 2.8386], [-2.4741, 3.9685, 3.0094], [-0.9357, 5.5970, -0.6441], [0.3465, 5.0140, -1.1862], [0.2560, 3.4932, -1.2292], [-0.4190, 2.9206, -0.0320], [-0.4866, 1.5579, 0.0976], [1.4081, -0.7577, 0.8698], [1.3208, -4.5996, 2.7481], [1.7833, -6.0193, 1.2084], [2.4338, -6.4598, 2.7984], [4.1735, -4.8611, 2.6980], [4.1728, -5.6934, 1.1299], [5.4195, -2.9880, 1.1739], [5.1463, -4.2715, -0.0235], [5.4699, -2.0007, -1.0136], [3.9310, -2.7379, -1.4798], [4.3852, -0.5534, 0.6164], [3.4332, -0.4499, -0.8674], [-0.7072, -2.8244, 2.5514], [-2.0121, -1.1275, 1.2109], [-2.1912, 1.2252, 2.9976], [-1.9251, 6.9042, 1.2414], [-3.2237, 5.7370, 0.9465], [-1.2972, 5.7558, 3.3230], [-3.0415, 6.0352, 3.3239], [-3.5522, 3.7745, 2.9103], [-2.2012, 3.6702, 4.0293], [-1.7569, 5.4070, -1.3557], [-0.8491, 6.6782, -0.5286], [0.5235, 5.4003, -2.1910], [1.1958, 5.2884, -0.5493], [-0.2879, 3.1469, -2.1239], [1.2611, 3.0615, -1.3211], [-0.0052, 0.9703, -0.6841], [1.4967, 0.2640, 0.5314], [0.3123, -5.0215, 2.7951], [1.6324, -4.4267, 3.7895]],
  "lumo_ev": -1.137,
  "homo_lumo_gap_ev": 5.43,
  "homo_ev": -6.566,
  "total_energy_ev": -42954.1571
}

***

{
  "formula": "C33H35Cl5O5PS4SiTi",
  "method": "ωB97M-V/def2-TZVPD",
  "elements": ["Ti", "C", "C", "S", "C", "C", "S", "C", "C", "S", "H", "H", "H", "H", "H", "H", "H", "H", "H", "H", "H", "H", "O", "S", "O", "O", "C", "C", "C", "C", "C", "C", "P", "C", "C", "C", "C", "C", "C", "C", "C", "C", "C", "C", "C", "H", "H", "H", "H", "H", "H", "H", "H", "H", "H", "H", "H", "H", "H", "Cl", "C", "C", "Cl", "C", "Cl", "C", "O", "C", "Cl", "C", "Cl", "C", "Si", "C", "C", "O", "H", "H", "H", "H", "H", "H", "H", "H", "H"],
  "coordinates": [[-0.2062, 0.1585, -0.2673], [1.1786, -1.7392, 3.0383], [2.3625, -2.2905, 2.2520], [2.0868, -2.2154, 0.4669], [3.6084, -1.4464, -0.1227], [3.9405, -0.0728, 0.4379], [2.5988, 1.1298, 0.2386], [2.5243, 1.8520, 1.8869], [2.1065, 0.8971, 2.9984], [0.6167, -0.0702, 2.6212], [1.4028, -1.7565, 4.1063], [0.2998, -2.3643, 2.8872], [2.5137, -3.3283, 2.5496], [3.2813, -1.7543, 2.4863], [3.4703, -1.3924, -1.2020], [4.4470, -2.1216, 0.0550], [4.8225, 0.3129, -0.0749], [4.1910, -0.1321, 1.4962], [1.8098, 2.6703, 1.7983], [3.4913, 2.2965, 2.1259], [1.9068, 1.4751, 3.9010], [2.9098, 0.2013, 3.2365], [-1.7745, 0.0098, 1.1420], [-2.8650, 0.2097, 0.1355], [-3.7020, 1.3408, 0.3169], [-2.0409, 0.2071, -1.1362], [-3.8307, -1.2487, 0.0928], [-5.2094, -1.1166, 0.1845], [-5.9951, -2.2556, 0.1161], [-5.3976, -3.4967, -0.0523], [-4.0181, -3.6073, -0.1479], [-3.2048, -2.4822, -0.0709], [-1.3748, -2.6530, -0.2272], [-1.3406, -3.5476, -1.8162], [-1.0813, -4.9014, -1.9991], [-1.1222, -5.4513, -3.2750], [-1.4368, -4.6612, -4.3694], [-1.7126, -3.3112, -4.1907], [-1.6564, -2.7563, -2.9240], [-1.0571, -3.8487, 1.1129], [-1.8720, -3.8366, 2.2473], [-1.5694, -4.6300, 3.3439], [-0.4493, -5.4490, 3.3248], [0.3683, -5.4680, 2.2036], [0.0735, -4.6685, 1.1080], [-5.6455, -0.1350, 0.3045], [-7.0707, -2.1723, 0.1879], [-6.0099, -4.3866, -0.1135], [-3.5661, -4.5822, -0.2860], [-0.8657, -5.5425, -1.1571], [-0.9162, -6.5052, -3.4088], [-1.4734, -5.0963, -5.3593], [-1.9702, -2.6910, -5.0396], [-1.8665, -1.7001, -2.7896], [-2.7495, -3.2027, 2.2821], [-2.2138, -4.6089, 4.2129], [-0.2178, -6.0738, 4.1773], [1.2406, -6.1088, 2.1776], [0.7389, -4.6768, 0.2566], [-0.1241, 7.7639, -0.2669], [-0.1502, 6.0526, -0.3264], [-0.4607, 5.3180, 0.8176], [-0.8274, 6.1222, 2.2857], [-0.4735, 3.9270, 0.7696], [-0.8954, 3.0000, 2.1542], [-0.1558, 3.2611, -0.4135], [-0.1252, 1.9281, -0.4681], [0.1238, 4.0006, -1.5621], [0.4267, 3.1520, -3.0221], [0.1328, 5.3899, -1.5216], [0.4930, 6.2816, -2.9385], [2.7644, 0.4642, -3.3380], [1.2380, -0.6039, -3.2387], [1.7073, -2.3829, -3.5217], [-0.1135, -0.0207, -4.3855], [0.6336, -0.4857, -1.6536], [3.0238, 0.6187, -4.3890], [3.6314, 0.0000, -2.8638], [2.6118, 1.4457, -2.8882], [2.1436, -2.4835, -4.5194], [0.8502, -3.0554, -3.4619], [2.4561, -2.7251, -2.8036], [-0.3978, -0.8106, -5.0833], [0.2119, 0.8394, -4.9732], [-1.0038, 0.2788, -3.8292]],
  "lumo_ev": -3.584,
  "homo_lumo_gap_ev": 7.43,
  "total_charge": 1,
  "homo_ev": -11.014,
  "total_energy_ev": -191262.8255
}

***

{
  "formula": "C25H20N5O2Sr",
  "method": "ωB97M-V/def2-TZVPD",
  "elements": ["Sr", "C", "O", "C", "C", "C", "C", "C", "C", "N", "N", "C", "C", "C", "C", "O", "C", "N", "C", "C", "C", "C", "H", "H", "H", "H", "H", "H", "H", "H", "H", "H", "H", "H", "N", "C", "C", "C", "C", "C", "C", "C", "C", "N", "C", "H", "H", "H", "H", "H", "H", "H", "H"],
  "coordinates": [[0.5038, 1.7991, 0.2674], [-1.5802, -2.3648, -6.0236], [-2.4184, -2.9892, -5.0679], [-1.8281, -3.5747, -3.9975], [-2.6778, -4.2797, -3.1449], [-2.1644, -4.9284, -2.0433], [-0.8087, -4.8356, -1.7347], [0.0395, -4.1555, -2.5948], [-0.4630, -3.5321, -3.7313], [-0.3631, -5.5989, -0.6009], [0.3824, -5.1311, 0.2708], [0.7619, -3.7436, 0.2772], [2.0883, -3.4194, 0.2397], [2.5172, -2.0851, 0.2898], [1.6317, -1.0363, 0.4298], [2.0243, 0.2258, 0.4860], [0.2347, -1.3701, 0.5334], [-0.6671, -0.3437, 0.6981], [-1.9440, -0.6341, 0.8424], [-2.4462, -1.9405, 0.8486], [-1.5726, -2.9739, 0.6636], [-0.1958, -2.7187, 0.4765], [-2.2371, -1.9938, -6.8044], [-0.8721, -3.0764, -6.4542], [-1.0312, -1.5275, -5.5842], [-3.7299, -4.3339, -3.3903], [-2.8068, -5.5215, -1.4042], [1.1032, -4.1309, -2.4066], [0.2212, -3.0354, -4.4034], [2.8171, -4.2153, 0.1457], [3.5725, -1.8517, 0.2356], [-2.6240, 0.2027, 0.9724], [-3.5024, -2.1115, 0.9973], [-1.9278, -3.9952, 0.6754], [1.2028, 2.2510, 2.7571], [1.1079, 3.6046, 3.2238], [1.0625, 3.9144, 4.5527], [0.9617, 5.2523, 4.9898], [0.9333, 6.2711, 4.0860], [0.9693, 5.9863, 2.7005], [0.9351, 7.0017, 1.7192], [0.9471, 6.6687, 0.3968], [0.9683, 5.3079, 0.0531], [1.0009, 4.3250, 0.9278], [1.0285, 4.6467, 2.2592], [0.9823, 1.6025, 3.5045], [2.1536, 2.0226, 2.4658], [1.1206, 3.1189, 5.2860], [0.9283, 5.4598, 6.0503], [0.8797, 7.3026, 4.4089], [0.8994, 8.0376, 2.0326], [0.9277, 7.4183, -0.3808], [0.9540, 5.0293, -0.9968]],
  "lumo_ev": -3.304,
  "homo_lumo_gap_ev": 6.36,
  "total_charge": 1,
  "homo_ev": -9.668,
  "total_energy_ev": -38626.7060
}

***

{
  "formula": "C19H41IN4O5P",
  "method": "ωB97M-V/def2-TZVPD",
  "elements": ["C", "P", "O", "C", "I", "C", "C", "C", "C", "N", "O", "C", "C", "C", "C", "H", "H", "H", "H", "H", "H", "H", "H", "H", "H", "H", "H", "H", "H", "H", "H", "H", "H", "H", "H", "C", "C", "O", "N", "C", "H", "H", "H", "H", "H", "H", "H", "C", "C", "O", "N", "C", "H", "H", "H", "H", "H", "H", "H", "C", "C", "O", "N", "C", "H", "H", "H", "H", "H", "H", "H"],
  "coordinates": [[-1.4754, 1.2304, 2.0386], [-1.3054, 0.4529, 0.3880], [0.2631, 0.8487, 0.0349], [-1.2234, -1.3495, 0.8576], [-3.2078, -1.6655, 1.7283], [-0.1583, -1.7317, 1.9174], [0.8744, -2.7635, 1.4412], [0.3397, -4.1951, 1.5742], [2.1104, -2.6624, 2.3382], [1.2818, -2.4668, 0.0496], [2.1277, -1.5137, -0.0593], [0.2159, -2.5464, -0.9915], [0.2263, -3.9879, -1.5836], [0.5042, -1.5700, -2.1356], [-1.1857, -2.2440, -0.3955], [-1.1774, 0.5748, 2.8561], [-2.5124, 1.5170, 2.1803], [-0.8596, 2.1330, 2.0642], [0.7973, 1.0624, 0.8033], [0.3598, -0.8387, 2.2691], [-0.6502, -2.1678, 2.7834], [-0.5093, -4.3827, 0.9230], [0.0164, -4.3482, 2.6017], [1.1270, -4.9025, 1.3199], [2.8774, -3.3675, 2.0226], [1.8077, -2.9390, 3.3506], [2.5026, -1.6518, 2.3759], [-0.7587, -4.4473, -1.5519], [0.5868, -3.9617, -2.6094], [0.9290, -4.6114, -1.0326], [1.5446, -1.6020, -2.4353], [-0.0865, -1.9194, -2.9843], [0.1788, -0.5583, -1.9127], [-1.7213, -3.1626, -0.1721], [-1.7527, -1.7407, -1.1811], [-5.5591, 3.6096, 0.5142], [-4.5771, 2.5233, 0.1456], [-4.3212, 1.5902, 0.8952], [-3.9499, 2.6225, -1.0509], [-4.1012, 3.6501, -2.0609], [-5.9604, 3.3848, 1.4975], [-5.0646, 4.5821, 0.5446], [-6.3802, 3.6516, -0.2024], [-3.2847, 1.8798, -1.2141], [-4.4331, 3.2128, -3.0044], [-3.1520, 4.1604, -2.2307], [-4.8317, 4.3872, -1.7459], [-1.3078, 6.9272, 2.0652], [-1.4529, 6.0296, 0.8578], [-2.4693, 6.0136, 0.1833], [-0.4009, 5.2257, 0.5469], [0.8711, 5.1004, 1.2285], [-2.2253, 7.4959, 2.1760], [-1.1431, 6.3400, 2.9693], [-0.4745, 7.6191, 1.9388], [-0.5642, 4.6498, -0.2647], [1.6935, 5.3443, 0.5544], [1.0155, 4.0787, 1.5859], [0.9131, 5.7708, 2.0802], [5.3101, -3.9152, -3.6729], [4.0718, -3.4563, -2.9377], [3.0052, -3.2895, -3.5103], [4.1841, -3.2166, -1.6068], [5.3538, -3.3564, -0.7658], [5.0523, -4.0535, -4.7180], [6.1042, -3.1715, -3.5985], [5.6752, -4.8602, -3.2693], [3.3352, -2.8738, -1.1785], [5.1629, -4.0669, 0.0410], [5.6195, -2.3958, -0.3209], [6.1990, -3.7143, -1.3447]],
  "lumo_ev": [0.526, 0.386],
  "homo_lumo_gap_ev": [8.77, 8.92],
  "homo_ev": [-8.249, -8.532],
  "multiplicity": 2,
  "s_squared": 0.754,
  "total_energy_ev": -53955.4902
}

***

{
  "formula": "C21H45LuO2P3",
  "method": "ωB97M-V/def2-TZVPD",
  "elements": ["Lu", "P", "P", "P", "H", "C", "C", "H", "C", "C", "C", "C", "C", "C", "C", "C", "C", "H", "H", "H", "H", "H", "H", "H", "H", "H", "H", "H", "H", "H", "H", "H", "H", "H", "H", "H", "H", "H", "H", "H", "H", "H", "H", "H", "H", "H", "C", "C", "C", "C", "C", "C", "O", "H", "H", "H", "H", "H", "H", "C", "C", "C", "O", "C", "H", "H", "H", "H", "H", "H", "H", "H"],
  "coordinates": [[0.8535, -0.5108, -1.0277], [-1.6189, -0.4162, 0.4618], [0.4519, -3.1346, -2.2557], [-1.0816, 0.6550, -2.6754], [2.4450, 3.6223, 0.3803], [1.6579, 4.3111, 0.0615], [0.4342, 4.2028, 0.6115], [0.2615, 3.5661, 1.4874], [-1.3434, -0.7872, 2.2381], [-2.9215, -1.6726, 0.1241], [-2.6760, 1.0737, 0.6485], [1.9521, -2.8580, -3.2567], [0.7068, -4.7972, -1.6114], [-0.9200, -3.1245, -3.4348], [-1.2509, 2.4340, -2.2677], [-2.8069, 0.1551, -3.0114], [-0.4031, 0.7944, -4.3736], [1.8951, 4.9896, -0.7610], [-0.4057, 4.8381, 0.2918], [-0.5987, -0.1068, 2.6719], [-1.0008, -1.8209, 2.3812], [-2.2956, -0.6514, 2.7705], [-2.4734, -2.6746, 0.1163], [-3.4048, -1.4956, -0.8448], [-3.6786, -1.6277, 0.9207], [-2.0433, 1.9643, 0.7515], [-3.2820, 0.9627, 1.5589], [-3.3462, 1.2074, -0.2092], [2.1137, -3.7700, -3.8504], [2.8443, -2.7106, -2.6319], [1.8668, -2.0180, -3.9583], [0.8851, -5.4716, -2.4555], [-0.1690, -5.1490, -1.0537], [1.5952, -4.8187, -0.9565], [-0.9015, -4.0521, -4.0256], [-0.8526, -2.2697, -4.1211], [-1.8741, -3.0759, -2.8858], [-1.5688, 2.9766, -3.1685], [-0.2901, 2.8377, -1.9237], [-1.9851, 2.5858, -1.4684], [-3.1506, 0.6671, -3.9203], [-3.4749, 0.4115, -2.1810], [-2.8608, -0.9288, -3.1738], [-1.1220, 1.3606, -4.9825], [-0.2519, -0.1983, -4.8166], [0.5627, 1.3165, -4.3739], [2.7231, 1.4719, -2.6638], [3.5481, 0.5333, -3.3317], [3.9613, 0.8066, -4.6323], [3.7027, 2.0597, -5.2143], [3.0861, 3.0599, -4.4516], [2.6293, 2.7826, -3.1632], [1.9431, 1.1054, -1.6364], [-0.0407, -2.4326, -0.9604], [3.7856, -0.4030, -2.8292], [4.4848, 0.0245, -5.1835], [4.0196, 2.2547, -6.2387], [2.9576, 4.0558, -4.8827], [2.1578, 3.5308, -2.5212], [2.0770, -1.8994, 3.0471], [2.6923, -0.4954, 3.0505], [2.2109, 0.2075, 1.7888], [1.6841, -0.9039, 0.8936], [1.7606, -2.2340, 1.5986], [2.7759, -2.6343, 3.4446], [1.1632, -1.9275, 3.6501], [3.7821, -0.5766, 3.0175], [2.4182, 0.0738, 3.9390], [1.3719, 0.8873, 1.9777], [2.9917, 0.7303, 1.2230], [2.5602, -2.8099, 1.1168], [0.8001, -2.7433, 1.4508]],
  "lumo_ev": [-11.298, -11.298],
  "homo_lumo_gap_ev": [4.45, 4.45],
  "total_charge": 3,
  "homo_ev": [-15.745, -15.745],
  "total_energy_ev": -88062.7215
}